# H14O7

A cluster of 7 separate species, H14O7 in total (ωB97M-V/def2-TZVPD, the Open Molecules 2025 dataset).

Results
molar mass: 126.1 g mol⁻¹
total energy: -14559.205 eV
structure (SMILES): O.O.O.O.O.O.O
energy above the lowest of the compared OMol25 structures with the same formula, charge and spin: 217.8 kJ/mol

Last column: Löwdin charge in e.
Cartesian coordinates (Å):
O  0.446  0.477  0.403  -0.0539
H  -0.190  0.445  1.118  0.0270
H  0.092  1.127  -0.204  0.0281
O  -0.134  1.979  -6.147  -0.0523
H  -0.234  2.384  -7.009  0.0273
H  -0.518  2.610  -5.539  0.0238
O  5.759  0.226  2.532  -0.0549
H  4.827  0.357  2.357  0.0269
H  6.202  0.653  1.799  0.0279
O  -2.810  4.639  -3.305  -0.0552
H  -3.162  5.212  -3.987  0.0280
H  -2.963  5.115  -2.489  0.0283
O  3.542  -2.586  -1.441  -0.0544
H  2.754  -2.065  -1.285  0.0250
H  3.515  -3.268  -0.771  0.0282
O  -3.538  -1.345  2.942  -0.0538
H  -4.225  -1.154  3.581  0.0289
H  -4.002  -1.432  2.109  0.0293
O  -1.416  -4.467  5.232  -0.0522
H  -2.108  -5.101  5.420  0.0274
H  -1.838  -3.806  4.684  0.0208

***

# C68H172N12O22

A cluster of 12 separate species, C68H172N12O22 in total at a distorted geometry (ωB97M-V/def2-TZVPD, the Open Molecules 2025 dataset).

Results
molar mass: 1510.2 g mol⁻¹
total energy: -136209.944 eV
structure (SMILES): COC[C@H](C)N.COC[C@H](C)N.COCCNCCOC.COCCNCCOC.COCCNCCOC.COCCNCCOC.COCCNCCOC.COCCNCCOC.COCCNCCOC.COCCNCCOC.COCCNCCOC.COCCNCCOC
energy above the lowest of the compared OMol25 structures with the same formula, charge and spin: 654.0 kJ/mol

Last column: Löwdin charge in e.
Cartesian coordinates (Å):
C  -16.232  1.124  2.732  -0.1305
O  -15.639  0.760  1.505  -0.1988
C  -15.785  1.800  0.501  -0.1716
C  -14.646  2.840  0.810  -0.2012
N  -13.322  2.270  0.500  -0.0477
C  -12.221  3.288  0.623  -0.1719
C  -11.716  3.224  2.073  -0.1813
O  -11.682  1.867  2.594  -0.2324
C  -10.662  1.022  2.178  -0.1260
H  -15.721  1.942  3.239  0.0705
H  -16.096  0.320  3.455  0.0891
H  -17.271  1.443  2.641  0.0856
H  -16.832  2.099  0.439  0.1098
H  -15.642  1.401  -0.503  0.1123
H  -14.757  3.116  1.858  0.0914
H  -14.853  3.743  0.236  0.1109
H  -13.158  1.397  0.981  0.0931
H  -12.640  4.251  0.331  0.1082
H  -11.393  3.127  -0.068  0.1011
H  -12.449  3.738  2.696  0.1122
H  -10.745  3.650  2.328  0.1136
H  -9.718  1.536  2.357  0.0861
H  -10.782  0.756  1.128  0.0849
H  -10.751  0.116  2.777  0.0925
C  0.047  3.071  -6.448  -0.1275
O  0.074  4.181  -7.316  -0.2164
C  1.372  4.846  -7.485  -0.2005
C  1.238  6.185  -8.180  -0.1986
N  1.126  7.394  -7.317  -0.0495
C  -0.080  7.286  -6.514  -0.2076
C  -0.204  8.553  -5.588  -0.1892
O  -0.369  9.734  -6.425  -0.2158
C  -0.409  10.988  -5.642  -0.0821
H  0.444  3.269  -5.452  0.0780
H  0.724  2.306  -6.826  0.0817
H  -0.968  2.698  -6.307  0.0856
H  2.081  4.207  -8.011  0.1169
H  1.766  4.974  -6.477  0.1165
H  0.352  6.004  -8.789  0.1146
H  2.107  6.194  -8.838  0.1125
H  1.052  8.259  -7.832  0.1019
H  -0.149  6.421  -5.855  0.1124
H  -0.943  7.241  -7.178  0.1153
H  0.658  8.724  -4.943  0.1109
H  -1.079  8.467  -4.944  0.1099
H  0.302  10.968  -4.817  0.0742
H  -1.391  11.265  -5.257  0.0790
H  -0.017  11.817  -6.231  0.0777
C  -0.891  -10.574  -2.941  -0.1608
O  -2.105  -10.152  -2.458  -0.1768
C  -1.949  -9.656  -1.132  -0.2038
C  -3.369  -9.234  -0.663  -0.1972
N  -3.422  -8.760  0.725  -0.0860
C  -4.784  -8.572  1.270  -0.2009
C  -4.678  -8.168  2.711  -0.2189
O  -4.298  -6.783  2.819  -0.1831
C  -4.295  -6.202  4.086  -0.1287
H  -0.375  -11.305  -2.319  0.0833
H  -0.138  -9.795  -3.068  0.0859
H  -1.117  -11.031  -3.904  0.0928
H  -1.473  -8.678  -1.207  0.1222
H  -1.406  -10.327  -0.466  0.1224
H  -4.046  -10.088  -0.684  0.1089
H  -3.698  -8.432  -1.324  0.1208
H  -2.805  -9.307  1.309  0.1003
H  -5.352  -9.494  1.147  0.1130
H  -5.231  -7.765  0.689  0.1248
H  -3.957  -8.818  3.207  0.1182
H  -5.601  -8.429  3.229  0.1167
H  -5.187  -6.589  4.577  0.0789
H  -4.337  -5.113  4.088  0.0860
H  -3.464  -6.508  4.722  0.0820
C  8.876  -0.531  0.604  -0.1240
O  9.096  -1.459  1.632  -0.1911
C  7.991  -2.316  1.890  -0.2176
C  6.916  -1.712  2.785  -0.2027
N  7.619  -1.200  3.970  -0.0498
C  6.722  -0.458  4.773  -0.2412
C  7.427  0.297  5.865  -0.2433
O  8.030  1.442  5.372  -0.2031
C  8.877  2.153  6.233  -0.1157
H  8.801  -0.994  -0.380  0.0880
H  9.733  0.135  0.498  0.0849
H  8.089  0.191  0.825  0.0850
H  8.456  -3.141  2.430  0.1245
H  7.551  -2.651  0.951  0.1178
H  6.177  -2.485  2.996  0.1244
H  6.449  -0.872  2.270  0.1077
H  8.315  -0.574  3.589  0.1058
H  6.216  -1.224  5.361  0.1204
H  5.918  0.081  4.273  0.1241
H  8.253  -0.239  6.333  0.1229
H  6.855  0.657  6.720  0.1207
H  9.809  1.638  6.464  0.0881
H  8.339  2.539  7.098  0.0875
H  9.200  3.009  5.641  0.0869
C  -5.488  8.815  -8.587  -0.0939
O  -6.425  8.265  -9.539  -0.1774
C  -6.269  6.910  -9.772  -0.2232
C  -6.311  6.031  -8.480  -0.2077
N  -7.430  6.363  -7.578  -0.0578
C  -7.416  5.592  -6.339  -0.2095
C  -6.314  5.986  -5.340  -0.1665
O  -6.022  4.787  -4.541  -0.1934
C  -4.986  4.046  -5.050  -0.1615
H  -5.834  9.812  -8.315  0.0883
H  -4.447  8.867  -8.906  0.0830
H  -5.358  8.338  -7.616  0.0634
H  -5.306  6.790  -10.269  0.1167
H  -7.091  6.639  -10.434  0.1212
H  -5.392  5.917  -7.904  0.0987
H  -6.373  4.977  -8.748  0.1063
H  -8.312  6.182  -8.035  0.1102
H  -7.361  4.518  -6.514  0.1117
H  -8.315  5.843  -5.777  0.1172
H  -6.757  6.694  -4.639  0.1163
H  -5.426  6.458  -5.760  0.1046
H  -5.212  3.654  -6.042  0.0791
H  -4.791  3.183  -4.413  0.0906
H  -4.064  4.621  -5.132  0.0838
C  -1.272  8.533  3.913  -0.1242
O  0.027  8.537  4.434  -0.2010
C  0.104  9.182  5.695  -0.2046
C  1.616  9.621  5.906  -0.1811
N  2.436  8.427  5.848  -0.0745
C  3.867  8.570  6.003  -0.1881
C  4.333  8.821  7.470  -0.2364
O  4.166  10.142  7.830  -0.1859
C  4.449  10.441  9.168  -0.1145
H  -1.485  9.555  3.601  0.0847
H  -2.037  8.219  4.624  0.0873
H  -1.350  7.926  3.011  0.0869
H  -0.258  8.576  6.525  0.1162
H  -0.539  10.062  5.704  0.1085
H  1.691  10.183  6.837  0.1078
H  1.843  10.347  5.126  0.1102
H  2.164  7.780  5.122  0.1042
H  4.232  9.317  5.298  0.1124
H  4.343  7.678  5.595  0.1144
H  5.393  8.581  7.541  0.1127
H  3.878  8.104  8.153  0.1163
H  4.130  9.689  9.890  0.0822
H  4.048  11.386  9.532  0.0855
H  5.529  10.560  9.251  0.0844
C  4.297  6.108  0.656  -0.0965
O  5.477  6.850  0.336  -0.2121
C  5.282  7.872  -0.671  -0.2043
C  6.608  8.736  -0.820  -0.2107
N  6.781  9.560  0.373  -0.0432
C  8.167  10.012  0.347  -0.2187
C  8.604  10.690  1.630  -0.2791
O  8.458  9.912  2.755  -0.1833
C  8.859  10.571  3.964  -0.0910
H  3.951  5.554  -0.217  0.0816
H  3.552  6.809  1.031  0.0849
H  4.658  5.383  1.385  0.0878
H  4.458  8.557  -0.471  0.1122
H  5.086  7.451  -1.657  0.1088
H  6.545  9.327  -1.734  0.1150
H  7.325  7.928  -0.962  0.1089
H  6.513  9.017  1.182  0.1061
H  8.357  10.767  -0.416  0.1241
H  8.865  9.182  0.245  0.1166
H  8.037  11.609  1.780  0.1233
H  9.669  10.906  1.548  0.1192
H  9.843  11.029  3.858  0.0842
H  8.871  9.915  4.834  0.0827
H  8.125  11.310  4.285  0.0834
C  0.808  -0.061  8.359  -0.1498
O  0.996  1.258  7.991  -0.2031
C  0.664  2.218  9.009  -0.2033
C  1.122  3.598  8.533  -0.1860
N  1.150  4.663  9.580  -0.0848
C  -0.122  4.888  10.333  -0.1768
C  -0.073  6.202  11.178  -0.2188
O  -0.089  7.328  10.327  -0.1778
C  0.213  8.526  10.985  -0.1308
H  1.147  -0.625  7.489  0.0885
H  -0.256  -0.298  8.361  0.0820
H  1.277  -0.425  9.273  0.0886
H  1.212  1.878  9.888  0.1210
H  -0.413  2.143  9.157  0.1187
H  0.460  3.943  7.740  0.1109
H  2.139  3.609  8.140  0.1189
H  1.503  5.513  9.164  0.0931
H  -0.244  4.020  10.981  0.1095
H  -0.890  4.931  9.561  0.1121
H  0.840  6.214  11.774  0.1181
H  -0.901  6.151  11.885  0.1157
H  1.233  8.622  11.355  0.0792
H  -0.374  8.779  11.868  0.0854
H  0.129  9.339  10.263  0.0863
C  -0.143  -12.376  4.846  -0.1493
O  -0.606  -13.319  3.916  -0.1800
C  -1.056  -14.507  4.638  -0.2035
C  -1.794  -15.377  3.653  -0.2157
N  -2.248  -16.672  4.181  -0.0671
C  -1.140  -17.501  4.715  -0.1981
C  -1.734  -18.847  5.107  -0.2220
O  -0.662  -19.633  5.636  -0.2111
C  -1.032  -20.938  6.067  -0.1063
H  0.683  -12.745  5.453  0.0841
H  -0.866  -12.039  5.589  0.0802
H  0.170  -11.457  4.350  0.0863
H  -1.650  -14.233  5.511  0.1242
H  -0.162  -15.000  5.019  0.1133
H  -1.114  -15.553  2.820  0.1141
H  -2.639  -14.894  3.163  0.1210
H  -2.693  -17.159  3.416  0.1013
H  -0.774  -17.083  5.653  0.1142
H  -0.279  -17.570  4.050  0.1246
H  -2.060  -19.413  4.234  0.1159
H  -2.575  -18.815  5.799  0.1251
H  -1.735  -21.408  5.379  0.0787
H  -1.575  -20.793  7.001  0.0830
H  -0.184  -21.609  6.201  0.0868
C  5.279  -5.824  -14.880  -0.1055
O  4.648  -5.346  -13.697  -0.2061
C  3.227  -5.338  -13.740  -0.2285
C  2.601  -4.800  -12.438  -0.1762
N  2.949  -5.759  -11.373  -0.0508
C  2.664  -5.134  -10.083  -0.2248
C  1.282  -5.375  -9.492  -0.2051
O  0.226  -4.656  -10.160  -0.2043
C  -1.106  -4.883  -9.688  -0.1104
H  6.347  -5.620  -14.806  0.0833
H  4.954  -5.216  -15.725  0.0851
H  5.193  -6.902  -15.014  0.0876
H  2.935  -6.339  -14.058  0.1147
H  2.884  -4.863  -14.659  0.1088
H  1.515  -4.734  -12.498  0.1167
H  3.066  -3.841  -12.207  0.1147
H  3.937  -5.949  -11.469  0.0962
H  2.933  -4.083  -9.971  0.1148
H  3.385  -5.584  -9.400  0.1177
H  1.308  -5.072  -8.446  0.1148
H  1.031  -6.436  -9.517  0.1194
H  -1.123  -4.694  -8.615  0.0752
H  -1.439  -5.920  -9.737  0.0788
H  -1.906  -4.273  -10.107  0.0838
C  -0.634  -2.835  -0.976  -0.0708
C  -0.589  -2.673  0.517  -0.4699
C  -1.653  -1.662  1.147  -0.1803
O  -1.248  -0.384  0.669  -0.1620
C  -1.921  0.559  1.427  -0.1500
N  -0.698  -3.956  1.134  0.0310
H  -0.358  -1.979  -1.592  0.0795
H  -1.614  -3.235  -1.236  0.0792
H  0.142  -3.553  -1.238  0.0776
H  0.421  -2.326  0.739  0.1329
H  -1.728  -1.910  2.206  0.1166
H  -2.541  -1.993  0.608  0.1220
H  -1.888  0.483  2.513  0.0863
H  -2.988  0.502  1.210  0.0844
H  -1.553  1.520  1.067  0.0922
H  -0.917  -3.747  2.098  0.0589
H  -1.549  -4.409  0.831  0.0727
C  8.112  -6.422  -4.618  -0.0613
C  7.426  -7.772  -4.421  -0.4578
C  6.178  -7.766  -3.518  -0.1973
O  6.530  -7.761  -2.139  -0.1759
C  5.429  -7.649  -1.243  -0.1073
N  7.179  -8.257  -5.745  0.0129
H  8.901  -6.350  -5.367  0.0744
H  8.605  -6.220  -3.668  0.0733
H  7.365  -5.635  -4.720  0.0776
H  8.118  -8.497  -3.993  0.1315
H  5.561  -8.629  -3.768  0.1163
H  5.525  -6.945  -3.815  0.1230
H  5.817  -7.561  -0.228  0.0876
H  4.707  -8.457  -1.360  0.0831
H  4.838  -6.743  -1.382  0.0802
H  8.007  -8.353  -6.315  0.0735
H  6.807  -9.184  -5.595  0.0663